Entry from the Open Molecules 2025 dataset: a cluster of 14 separate species, C46H129N9O19 in total in a non-equilibrium geometry (wB97M-V/def2-TZVPD).

The geometry in XYZ format:
```
203
Properties=species:S:1:pos:R:3:forces:R:3:mulliken_charge:R:1
O -20.38030 7.08657 -4.60174 -1.4397 -1.0693 1.5599 -0.452
O -20.80774 14.12659 -4.52518 0.0813 -1.0087 -0.5924 -0.516
O -14.89420 5.52398 -4.09056 0.6793 0.8639 -0.0854 -0.484
O -13.05397 9.85821 -6.01317 1.0500 0.4451 0.7813 -0.509
O -17.97403 5.41927 -9.15692 1.1125 -0.9429 -0.4494 1.677
O -11.65954 7.23599 -9.40224 -0.4025 -0.2536 -0.4543 -0.575
O -13.99634 3.65986 -10.52013 1.4748 -0.3462 -0.4966 0.300
O -13.59821 6.22794 -14.07684 0.7831 1.5524 -2.2318 -0.350
O -19.04560 10.11971 -11.64917 1.8786 1.7973 -0.5525 0.008
O -20.19165 1.99116 -5.66462 -0.3119 0.5633 -0.0781 -0.053
O -18.95314 11.74374 -5.48056 -1.1026 0.5037 -2.0275 -0.544
O -15.91903 12.75594 -8.65642 0.0824 -0.6195 0.7589 -0.611
O -18.63392 4.79503 -13.53444 -1.6344 -0.6323 0.7083 -0.629
O -20.77531 8.26422 -12.85834 0.0225 -0.5053 0.8599 -0.661
O -16.62182 11.06255 -15.66768 -0.0365 0.6777 1.9734 -0.155
O -17.50613 7.76092 -7.36531 -0.3442 -2.1252 -0.7089 0.437
O -14.67570 12.69404 -11.45348 -0.1860 -0.7896 0.7773 -0.607
O -22.30516 8.80549 -8.76628 0.4890 -0.2602 1.3758 -0.232
O -12.82227 7.67745 -11.96219 0.0294 0.1136 1.6071 -0.667
N -19.94880 6.32864 -7.31342 0.0623 -0.1042 -1.2726 1.704
N -18.57318 9.16645 -14.46907 0.1522 0.5246 1.2456 -0.428
N -16.67230 10.47095 -6.90652 1.2433 -0.1633 -1.2336 -0.052
N -21.46080 5.36481 -12.72345 0.5906 0.7282 -0.6210 -0.776
N -15.63774 0.52865 -9.40960 0.8770 -0.6544 1.0735 -0.666
N -12.06442 8.83332 -14.44723 -0.1357 -0.4553 0.8475 -0.861
N -18.33542 1.47605 -8.79562 0.0872 0.2178 0.1454 -0.490
N -21.40767 3.71892 -3.18200 0.4898 0.5482 0.2600 -0.835
N -12.75419 3.55258 -4.17817 -0.2189 -1.0283 1.7501 -0.714
C -19.65539 9.19946 -10.81248 -2.4248 -0.4203 -0.5037 0.223
C -20.40181 5.96916 -3.65554 1.3385 0.4911 0.2928 -0.823
C -21.63246 8.08384 -7.69275 -0.5969 -1.2771 -0.8572 -0.934
C -13.57162 6.95320 -10.96606 1.1845 0.1243 0.6768 -0.022
C -16.74950 7.30156 -8.52453 0.9114 2.1089 1.0898 0.043
C -12.79217 4.59273 -5.10495 0.2752 1.9635 0.0945 0.025
C -22.87627 5.68478 -3.46706 0.5393 0.0267 0.6688 -1.717
C -15.50069 10.39714 -6.00771 -0.3119 -1.2174 -0.0775 0.530
C -16.06151 9.57764 -4.85829 0.5447 0.3007 0.9333 -1.183
C -13.36953 4.84973 -14.08193 -0.3845 -0.2578 0.3135 -0.385
C -20.32309 10.85282 -14.98827 1.0375 -0.1436 0.3585 -1.744
C -11.94947 8.99188 -6.39439 -1.3165 0.4840 -0.1687 -0.333
C -16.70088 5.79452 -8.61524 -1.3049 1.1355 0.1137 1.673
C -21.55710 5.02648 -3.83987 -1.2121 -0.2249 -1.4189 1.430
C -20.77317 3.39445 -11.67308 -0.5409 -0.7909 1.2147 -1.590
C -20.61257 0.69449 -5.40764 0.1075 -0.9258 0.4495 -0.977
C -16.50955 12.36733 -9.87627 0.2176 1.0759 -0.9275 -0.383
C -20.45529 4.87327 -11.79938 0.5571 -0.5643 -0.7183 2.303
C -19.82170 2.25757 -7.01867 -0.4730 0.6798 1.2371 -0.643
C -18.46499 1.70906 -7.37930 1.1393 -0.5850 0.8641 1.105
C -12.68267 3.13966 -10.73581 0.7035 0.3669 0.4508 -1.193
C -14.25009 9.69944 -6.72301 -0.6340 -0.0882 0.1120 0.492
C -12.28613 3.94427 -6.33502 0.1617 0.8616 -2.7787 -1.098
C -17.32362 2.57923 -6.88016 -0.4897 0.8249 0.1697 -1.514
C -21.90975 5.56928 -8.48477 -0.4993 1.1246 -0.2553 -1.405
C -21.01111 6.77628 -8.26403 0.8542 -0.0258 1.8082 2.476
C -13.24754 6.80337 -15.39125 -0.4042 1.8237 0.7896 -0.879
C -20.12246 12.36849 -6.20681 0.5869 0.2457 3.1250 -0.171
C -13.01031 9.06237 -16.60472 -0.8796 -0.7223 0.7080 -1.403
C -13.07277 7.41865 -9.55369 0.1286 0.0931 -0.6605 0.838
C -16.31861 5.39660 -4.11245 0.5557 -0.9233 -0.6145 -0.728
C -17.85230 11.48444 -15.09120 -0.7484 -0.8925 -0.1882 -0.581
C -22.87733 10.05704 -8.35711 0.8667 -1.0070 -0.2001 -0.639
C -13.17250 8.32888 -15.26710 0.7164 0.8544 0.3793 0.655
C -14.75597 2.84356 -9.68044 -1.2155 -0.9084 -0.3430 0.734
C -20.23860 13.86584 -5.82227 -0.0852 0.3972 -0.6789 -0.664
C -20.97414 8.89639 -11.59879 -0.6153 -0.7571 -0.0269 -0.146
C -15.54141 11.70006 -10.85529 -0.9435 1.1316 -0.1170 0.716
C -17.29595 4.84554 -13.85156 1.1194 1.6881 0.0307 -0.649
C -14.19457 5.20659 -5.30894 -1.2407 -1.8523 0.1754 0.399
C -18.88039 10.36163 -15.21182 -0.3974 -0.2342 -1.9171 0.818
C -15.74165 1.56374 -11.61712 0.8789 -0.3457 -0.4104 -1.040
C -16.50762 11.05516 -17.03877 0.2532 -0.4959 -0.8233 -0.599
C -19.37344 8.02637 -4.34425 0.9506 -0.2308 -0.3741 -0.405
C -14.94398 1.45143 -10.30394 -1.5833 -0.6503 -0.4756 0.462
C -18.96566 5.14393 -12.15304 0.5382 -0.3612 -1.1070 0.521
H -14.12415 8.61985 -14.82236 -0.3814 0.1474 0.0045 0.241
H -21.15408 5.04284 -13.63029 -0.2343 -0.4530 -0.4862 0.408
H -17.60297 8.93807 -14.63221 0.2302 -0.3459 -0.3298 0.276
H -18.21790 0.78501 -6.85663 -0.8588 -0.5364 0.0107 0.246
H -16.77989 1.82817 -11.41652 0.1266 0.5469 -0.1761 0.091
H -12.76066 10.09428 -16.35787 -0.0317 -0.0140 -0.3300 0.430
H -17.22837 8.61659 -7.03024 0.5271 1.0771 -0.5122 -0.798
H -20.62998 5.42700 -10.87691 0.1478 -0.4173 0.3570 -1.413
H -16.37229 8.58873 -5.19529 0.5746 -0.2147 0.1301 -0.026
H -21.65504 4.81301 -4.90426 0.2336 0.2539 -0.5284 -0.213
H -21.52953 9.78988 -11.88396 0.4656 0.9921 0.6873 0.155
H -16.12465 11.30513 -11.68713 -0.2126 -0.5307 0.2252 -0.092
H -15.19259 2.16696 -12.34015 -0.4767 0.8077 0.0464 0.048
H -20.81237 14.35113 -6.61181 -0.6675 -0.0518 -0.0315 0.378
H -16.34045 2.20344 -7.16343 -0.0962 -0.0512 -0.0642 0.511
H -14.28650 5.93224 -6.11707 0.2351 0.7134 0.3111 0.076
H -19.91225 9.68280 -9.86987 -0.0071 -0.3534 0.3108 0.283
H -18.32513 12.35132 -15.55278 0.5372 0.4383 -0.3247 0.336
H -15.77636 7.78098 -8.41850 0.5303 -0.3761 -0.0072 -0.717
H -20.83495 8.60748 -7.16560 0.2342 0.7707 -0.5838 0.299
H -12.30732 6.46282 -15.82499 0.0458 -0.5940 0.3804 0.368
H -18.58539 5.52467 -8.42430 -0.9553 -0.0780 0.4652 -0.896
H -12.36293 4.63987 -14.44361 0.0512 -0.2946 0.0673 0.532
H -11.68482 9.15288 -7.43944 0.1321 0.0580 -0.0639 0.245
H -19.44110 5.45780 -3.71593 0.1659 -0.3916 -0.4750 0.005
H -19.30630 14.42748 -5.88138 0.5864 -0.6613 -0.0350 0.339
H -20.99567 11.82514 -5.84573 -0.2803 0.2331 0.2007 0.170
H -22.46238 5.22691 -7.60986 0.0977 0.3386 0.3510 0.218
H -12.21451 8.61139 -17.19755 -0.1912 0.1060 -0.2082 0.361
H -13.26830 8.47886 -9.39296 -0.3861 0.1122 0.0114 -0.184
H -17.37149 11.71878 -9.71963 0.2331 -0.2984 0.5115 0.020
H -13.36122 2.85891 -4.59099 -0.2359 -0.6337 0.7863 0.305
H -11.09117 9.17992 -5.74936 -0.2846 0.2583 0.0151 0.329
H -18.95708 8.37747 -10.65504 -0.4271 -0.3195 -0.0365 -0.892
H -15.36570 9.58473 -4.01930 0.1154 -0.6274 -0.0044 0.519
H -17.38665 2.66549 -5.79541 0.0854 -0.1517 0.0925 0.392
H -15.78308 0.62291 -12.16594 -0.0113 -0.4874 0.4332 0.502
H -16.59301 4.27283 -13.24661 -0.3044 -0.8339 0.0920 0.074
H -22.91673 10.66876 -9.25843 -0.2763 0.0843 0.1277 0.264
H -22.18731 10.50142 -7.63984 -0.1581 0.3688 0.1657 0.114
H -18.15608 2.39910 -9.16430 -0.3158 0.1414 -0.9028 -0.260
H -14.33476 8.62222 -6.86634 -0.9430 -0.3456 0.1020 -0.669
H -22.30898 3.26322 -3.19136 -0.2612 0.0895 0.2089 0.338
H -15.70257 -0.42457 -9.73712 0.6783 -0.0212 -0.4124 0.279
H -18.29592 4.56869 -11.51379 -0.1312 -0.1543 0.2911 -0.306
H -15.05916 10.90808 -10.28231 0.5698 -0.0801 -0.3066 -0.145
H -16.72775 5.63078 -5.09524 -0.0881 0.4056 -0.0700 0.050
H -21.03063 10.02840 -14.89976 0.0490 0.0412 -0.3111 0.417
H -20.16872 12.18941 -7.28102 1.1307 0.1237 0.0676 0.338
H -16.61187 5.42985 -7.59191 0.2848 -0.2239 0.0720 -0.836
H -15.32781 13.50202 -8.78063 0.0439 -0.0221 -0.2868 0.332
H -12.51290 4.56573 -7.20131 0.3114 0.4585 -0.3038 0.043
H -22.84100 5.96931 -2.41544 -0.0974 0.0041 0.1920 0.375
H -20.86124 3.14753 -3.81050 0.4371 -0.1887 -0.0132 0.281
H -16.91759 5.85701 -13.70360 0.0756 0.6795 0.2861 0.257
H -18.68570 6.18780 -12.01145 -0.2088 0.3238 0.0269 0.163
H -13.47864 6.81881 -8.73910 -0.6067 0.0660 -0.1902 -0.602
H -17.18301 10.32964 -17.49215 -0.2138 0.0437 -0.2716 0.300
H -19.15676 6.95161 -7.38176 0.1455 0.4250 0.2916 -1.114
H -16.59615 0.70358 -9.14323 -0.1777 1.0367 -0.2792 0.253
H -14.38552 12.27605 -12.26753 0.3062 0.2475 -0.1120 0.344
H -15.49686 10.69438 -17.22924 0.0115 0.1975 -0.2240 0.064
H -12.24516 7.94838 -6.28593 -0.0834 -0.2026 0.0475 -0.043
H -21.27961 6.35284 -12.82867 -0.3174 0.5764 0.0703 0.253
H -12.16528 2.91918 -9.80212 -0.0410 0.5441 0.5489 0.254
H -20.38853 6.29666 -2.61599 -0.3107 0.6421 0.1610 0.574
H -23.85802 9.90438 -7.90653 -0.0736 0.1593 -0.0067 0.267
H -12.53229 2.17738 -11.22520 -0.9036 0.0450 -0.7161 0.426
H -19.23299 8.33843 -3.30937 -0.5954 -0.0538 0.3066 0.568
H -21.06677 0.62423 -4.41927 0.0519 0.3681 0.1267 0.277
H -15.87612 5.41783 -9.22021 -0.1624 0.1171 -0.1718 -0.526
H -18.75925 9.99930 -16.23268 -0.5104 0.3902 -0.4922 0.407
H -19.87272 3.34635 -7.01315 0.5106 0.2368 -0.4914 -0.413
H -20.78992 2.76478 -12.56265 0.6374 0.5410 -0.4646 0.335
H -19.20844 1.09358 -9.12978 -0.0245 0.1885 -0.5210 0.309
H -12.96611 7.24243 -12.80580 -0.2654 -0.7489 -0.2900 0.783
H -19.05387 11.86418 -4.53349 -0.4126 0.2471 0.0457 0.263
H -20.67496 15.05703 -4.32957 0.0331 0.0104 -0.0052 0.314
H -12.10558 3.88397 -11.28450 -0.1170 0.0548 0.0760 0.427
H -17.15170 7.79236 -9.41080 -0.3369 -0.4890 -0.3085 -0.099
H -12.80307 3.03708 -6.64788 -0.1537 -0.3924 0.7157 0.265
H -20.55496 7.07998 -9.20627 0.2529 -0.3030 -0.1254 -1.135
H -20.19196 2.87090 -10.91401 0.3577 0.0312 0.0272 0.038
H -16.37364 11.03420 -7.68988 -0.1187 0.0214 -0.3423 -0.374
H -17.10675 4.74179 -14.91999 -0.4345 -0.7748 -0.0236 0.466
H -13.31176 5.89463 -10.96475 -0.0819 -0.1562 -0.4138 -0.180
H -15.19027 11.38907 -5.67935 0.2441 0.0550 0.0852 0.659
H -17.69833 11.69412 -14.03270 0.3731 0.1300 0.0460 0.123
H -17.48493 3.59261 -7.24781 0.2876 0.1200 -0.2200 -0.159
H -14.39340 2.76479 -8.65553 0.4615 0.0494 0.1018 -0.404
H -14.16923 10.09822 -7.73421 0.0610 0.4295 -0.3047 0.256
H -18.42019 7.57982 -4.62706 0.3204 0.0960 -0.1868 -0.097
H -13.08870 3.87741 -3.28223 -0.3465 -0.3905 0.2086 0.302
H -14.63098 7.04479 -11.20579 -0.1908 0.1608 0.6199 0.362
H -18.53572 9.54516 -13.53351 0.1983 -0.3981 0.9038 -0.307
H -21.29868 4.72261 -8.79760 -0.1964 0.1526 -0.4748 0.097
H -11.21257 3.75717 -6.35843 -0.1252 0.0005 0.3364 0.377
H -23.00217 6.60578 -4.03628 -0.2954 -0.1980 -0.1483 0.306
H -21.36919 0.32386 -6.09919 0.0130 0.0650 -0.3889 0.372
H -21.80906 3.29227 -11.34968 -0.1390 0.2642 0.2521 0.483
H -11.31189 7.26154 -10.29673 0.3462 0.1708 -0.2402 0.432
H -20.24067 6.36044 -6.34704 -0.3281 0.0080 0.0281 -0.031
H -14.69514 4.32424 -5.70768 -0.6092 -0.2934 -0.3965 -0.267
H -16.98020 9.99802 -4.44913 -0.0869 0.4697 -0.1867 0.228
H -16.82389 5.95920 -3.32741 0.5374 0.4089 -0.0657 0.368
H -14.12694 4.39468 -14.72018 0.1065 -0.4639 -0.0660 0.315
H -20.58589 11.55771 -15.77704 -0.2261 -0.0786 0.1009 0.453
H -16.57644 4.35337 -3.93002 -0.0483 -0.3162 0.0192 0.520
H -20.32382 11.36628 -14.02678 -0.2662 0.2594 0.1222 0.229
H -21.75279 8.35917 -11.05730 0.5016 -0.5909 0.1739 0.437
H -19.75576 0.02105 -5.38581 -0.0085 -0.3432 -0.1895 0.319
H -14.00595 9.03025 -17.04718 0.3150 0.0801 -0.7901 0.283
H -19.53939 8.90396 -4.96906 -0.0912 -0.0391 0.0048 -0.048
H -13.51060 4.53374 -13.04832 0.0752 -0.3264 -0.1138 -0.356
H -13.96373 1.03922 -10.54330 -0.0582 -0.1594 0.2610 0.395
H -16.64215 12.03354 -17.50003 -0.0863 0.1823 -0.0023 0.315
H -22.63792 5.94563 -9.20327 -0.2500 -0.8511 -0.4253 0.505
H -17.44069 10.99182 -6.50856 0.0257 0.0128 0.6068 -0.020
H -12.31130 8.68065 -13.47984 0.4626 -0.3981 0.2906 0.380
H -12.10672 9.84204 -14.41924 0.1407 0.3579 -0.6893 0.332
H -22.27010 7.76165 -6.86952 -0.8267 0.2564 -0.0298 0.448
H -15.72648 3.33897 -9.65239 -0.2105 -0.0840 0.2076 -0.895
H -23.68404 4.96232 -3.58395 -0.2021 0.2997 -0.2659 0.484
H -19.28170 10.98757 -11.31348 0.1052 0.1659 -0.3315 0.223
H -14.06015 6.74169 -16.11510 -0.2119 -1.0686 0.0223 0.289
H -20.05884 8.70567 -13.32027 0.2604 -0.1698 -0.4413 0.234
H -20.59967 1.95940 -7.72150 -0.1770 -0.5521 -0.0174 0.613
H -12.11355 5.36909 -4.75158 0.2358 0.2233 -0.2021 0.432
H -16.92252 13.29325 -10.27657 -0.1077 -0.0654 -0.7414 0.496
```
Forces are in eV/Å.

Summary:
Gap between HOMO and LUMO, eV: 8.493
LUMO, eV: 0.024
Energy above the lowest of the compared OMol25 structures with the same formula, charge and spin, kcal/mol: 31.0
Total energy, Eh: -3752.01514
HOMO energy, eV: -8.469